1.
The following is a quantum chemistry calculation of a molecular structure, C33H48N10O2PRbSiTe, from the Open Molecules 2025 dataset.

Its total charge is -2. Its relative energy (zero: lowest compared OMol25 entry of this formula, charge and spin) is 0.0 kJ/mol. The value obtained for the orbital gap (spin up / spin down) is 3.686 / 3.669 eV. The lowest unoccupied orbital energy (spin up / spin down) comes out at 3.63 / 3.63 eV. The value obtained for the largest force on an atom is 0.57 eV Å⁻¹. As for the total energy: -79111.32716 eV.

CARTESIAN COORDINATES (ANGSTROEM)
Rb 0.067 0.031 -0.154
N 0.159 4.160 2.993
C 0.505 2.825 3.205
N 0.246 1.991 2.289
C -0.398 2.761 1.230
N -0.687 4.161 1.826
C 0.493 3.347 -1.267
C -0.087 4.655 -1.752
N -0.750 4.555 -3.035
C -0.338 3.542 -3.756
C 0.523 2.506 -3.367
N 0.800 2.354 -2.016
H -0.342 4.550 3.782
H 0.990 2.563 4.142
H 0.716 5.436 -1.802
H -0.763 3.471 -4.763
H 0.700 1.654 -4.012
C 2.712 -2.256 -1.981
N 3.958 -1.759 -1.405
C 5.149 -2.370 -1.943
P 3.876 -0.912 0.020
O 2.788 0.087 0.010
N 3.715 -1.975 1.286
C 2.622 -1.756 2.238
C 3.994 -3.386 1.076
N 5.392 -0.214 0.147
C 5.494 1.155 -0.344
C 6.274 -0.503 1.260
H 2.792 -2.217 -3.071
H 1.888 -1.621 -1.675
H 2.478 -3.274 -1.661
H 5.189 -2.208 -3.025
H 5.174 -3.455 -1.771
H 6.034 -1.920 -1.497
H 2.441 -0.690 2.361
H 2.911 -2.181 3.205
H 1.713 -2.244 1.873
H 4.870 -3.523 0.440
H 3.137 -3.896 0.620
H 4.208 -3.860 2.039
H 4.800 1.308 -1.169
H 6.513 1.344 -0.693
H 5.244 1.883 0.437
H 6.265 -1.564 1.498
H 6.001 0.048 2.170
H 7.296 -0.222 0.986
N 2.051 3.252 0.682
C 0.669 3.428 0.221
C -0.006 4.743 0.636
C -0.987 5.023 -0.524
C -2.214 4.141 -0.543
C -2.265 2.875 -0.061
N -1.494 2.095 0.689
H 2.636 3.752 0.017
H 2.301 2.272 0.551
H 0.645 5.589 0.871
H -1.287 6.076 -0.543
H -3.016 4.455 -1.196
H -3.293 2.392 -0.303
C -0.639 -7.131 0.822
C 0.289 -5.919 0.767
C 1.085 -5.853 2.073
C 1.260 -6.105 -0.403
Si -0.567 -4.211 0.510
O 0.463 -3.056 0.219
C -1.594 -3.858 2.083
C -1.304 -2.677 2.771
C -1.988 -2.309 3.921
C -2.990 -3.127 4.422
C -3.305 -4.304 3.757
C -2.616 -4.656 2.604
C -1.796 -4.393 -0.939
C -2.923 -5.217 -0.978
C -3.777 -5.236 -2.073
C -3.523 -4.418 -3.166
C -2.413 -3.586 -3.152
C -1.565 -3.580 -2.052
H -0.048 -8.048 0.962
H -1.211 -7.247 -0.101
H -1.341 -7.073 1.657
H 1.720 -6.744 2.183
H 0.419 -5.806 2.939
H 1.727 -4.971 2.106
H 1.864 -7.012 -0.262
H 1.933 -5.249 -0.495
H 0.723 -6.203 -1.351
H -0.529 -2.030 2.376
H -1.748 -1.374 4.413
H -3.534 -2.841 5.316
H -4.098 -4.943 4.131
H -2.902 -5.571 2.097
H -3.160 -5.852 -0.130
H -4.651 -5.879 -2.068
H -4.196 -4.418 -4.016
H -2.216 -2.925 -3.987
H -0.705 -2.920 -2.029
Te -3.651 0.840 -1.541

Löwdin population analysis, charges in e, atoms 1 to 8: 0.671 0.021 -0.228 0.113 -0.512 0.027 -0.260 -0.292

=====

2.
The following is a quantum chemistry calculation of 4 unconnected molecules or ions with the total composition C33H48N6O3, from the Open Molecules 2025 dataset.

Its total charge is +4. Its relative energy (zero: lowest compared OMol25 entry of this formula, charge and spin) is 415.6 kJ/mol. The value obtained for the orbital gap is 2.150 eV. The lowest unoccupied orbital energy comes out at -9.74 eV. The value obtained for the largest force on an atom is 5.71 eV Å⁻¹. As for the total energy: -50040.10529 eV.

CARTESIAN COORDINATES (ANGSTROEM)
N -21.541 -8.632 9.372
O -20.520 -8.105 9.830
O -21.928 -9.764 9.665
O -22.233 -8.009 8.648
C -15.977 -13.328 11.606
C -17.291 -13.454 12.361
C -17.342 -14.452 13.451
N -18.676 -14.564 14.221
C -18.533 -15.497 15.497
C -17.546 -15.015 16.598
C -17.793 -13.604 17.039
C -17.937 -12.666 15.828
C -19.042 -13.159 14.821
C -19.882 -15.119 13.362
H -16.044 -12.876 10.616
H -15.474 -14.238 11.281
H -15.199 -12.910 12.244
H -18.081 -13.428 11.611
H -17.155 -12.490 12.850
H -16.454 -14.415 14.081
H -17.231 -15.491 13.139
H -18.340 -16.554 15.318
H -19.466 -15.688 16.027
H -16.511 -15.190 16.306
H -17.658 -15.621 17.498
H -16.868 -13.313 17.537
H -18.585 -13.684 17.784
H -16.960 -12.579 15.354
H -18.115 -11.704 16.308
H -18.951 -12.482 13.971
H -20.046 -13.193 15.244
H -20.736 -14.900 14.004
H -19.637 -16.165 13.180
H -19.890 -14.547 12.434
C -24.995 -8.550 1.828
N -25.306 -7.412 0.921
C -25.568 -7.624 -0.398
C -25.788 -6.550 -1.281
C -26.006 -5.251 -0.773
C -25.926 -5.086 0.631
C -25.667 -6.226 1.421
C -26.375 -4.051 -1.577
C -25.879 -3.897 -2.879
C -26.218 -2.778 -3.693
N -27.036 -1.804 -3.183
C -27.646 -2.014 -1.919
C -27.386 -3.193 -1.165
C -27.142 -0.471 -3.871
H -25.516 -8.293 2.751
H -23.944 -8.804 1.962
H -25.518 -9.419 1.429
H -25.418 -8.648 -0.708
H -26.041 -6.691 -2.321
H -26.062 -4.139 1.132
H -25.543 -6.179 2.492
H -25.153 -4.586 -3.284
H -25.586 -2.500 -4.523
H -27.916 -1.076 -1.457
H -27.780 -3.302 -0.166
H -26.192 0.058 -3.796
H -27.896 0.186 -3.437
H -27.482 -0.659 -4.889
C -24.851 -7.919 13.197
N -25.743 -9.129 13.049
C -25.625 -10.205 13.824
C -26.214 -11.418 13.552
C -26.931 -11.592 12.334
C -27.109 -10.456 11.554
C -26.541 -9.286 11.986
C -27.389 -12.883 11.827
C -26.638 -13.579 10.936
C -27.045 -14.809 10.395
N -28.278 -15.220 10.762
C -29.032 -14.489 11.673
C -28.707 -13.288 12.215
C -28.673 -16.592 10.292
H -25.124 -7.495 14.163
H -25.138 -7.190 12.439
H -23.790 -8.128 13.060
H -25.096 -10.007 14.745
H -26.102 -12.208 14.281
H -27.719 -10.536 10.666
H -26.833 -8.384 11.470
H -25.749 -13.089 10.570
H -26.423 -15.427 9.766
H -29.988 -14.917 11.937
H -29.388 -12.671 12.783
H -28.056 -16.887 9.444
H -29.714 -16.336 10.097
H -28.653 -17.350 11.076

Löwdin population analysis, charges in e, atoms 1 to 8: -0.737 -0.066 -0.135 -0.059 -0.092 -0.240 -0.137 -0.204

=====

3.
The following is a quantum chemistry calculation of a molecular structure, C33H48N8O6P2S2SeTa, from the Open Molecules 2025 dataset.

Its total charge is +3. Its relative energy (zero: lowest compared OMol25 entry of this formula, charge and spin) is 314.7 kJ/mol. The value obtained for the orbital gap is 5.712 eV. The lowest unoccupied orbital energy comes out at -10.25 eV. The value obtained for the largest force on an atom is 2.30 eV Å⁻¹. As for the total energy: -166334.42747 eV.

CARTESIAN COORDINATES (ANGSTROEM)
Ta -0.903 -0.380 0.765
Se -1.721 5.075 6.983
N -2.764 3.825 6.348
C -2.161 3.198 5.355
C -2.727 2.132 4.583
C -4.024 1.654 4.812
C -4.494 0.626 4.026
C -3.678 0.123 3.018
N -2.446 0.557 2.783
C -1.946 1.541 3.559
C -0.589 1.982 3.324
N 0.153 1.335 2.398
C 1.387 1.762 2.162
C 1.958 2.871 2.783
C 1.227 3.543 3.737
C -0.057 3.078 4.048
C -0.848 3.682 5.074
N -0.459 4.683 5.846
H -4.619 2.101 5.594
H -5.477 0.212 4.176
H -4.039 -0.678 2.386
H 1.949 1.218 1.422
H 2.952 3.192 2.514
H 1.606 4.414 4.252
C -1.131 -0.205 -5.542
C -1.893 0.453 -4.412
C -1.665 1.954 -4.345
O -1.568 -0.159 -3.105
P -0.303 -0.955 -2.711
O -0.399 -1.351 -1.255
C 1.189 0.096 -2.886
P 1.472 0.866 -1.261
O 0.194 1.105 -0.509
O 2.256 2.196 -1.447
C 1.555 3.410 -1.908
C 1.391 4.340 -0.721
C 2.371 4.010 -3.036
O 2.282 -0.125 -0.345
C 3.724 -0.430 -0.354
C 4.061 -1.451 -1.426
C 4.569 0.820 -0.475
O -0.179 -2.222 -3.604
C 0.676 -3.352 -3.256
C 1.572 -3.654 -4.441
C -0.217 -4.528 -2.909
H -1.440 0.232 -6.488
H -1.335 -1.271 -5.575
H -0.057 -0.056 -5.435
H -2.963 0.257 -4.515
H -0.614 2.215 -4.450
H -2.049 2.363 -3.414
H -2.208 2.419 -5.164
H 1.043 0.871 -3.635
H 2.047 -0.508 -3.169
H 0.566 3.104 -2.266
H 2.362 4.631 -0.332
H 0.820 3.848 0.065
H 0.858 5.234 -1.036
H 3.349 4.315 -2.673
H 1.859 4.885 -3.426
H 2.505 3.293 -3.843
H 3.857 -0.874 0.639
H 4.090 -0.993 -2.411
H 3.352 -2.276 -1.431
H 5.049 -1.855 -1.219
H 4.493 1.245 -1.473
H 5.608 0.565 -0.282
H 4.256 1.573 0.244
H 1.272 -3.048 -2.385
H 0.957 -3.882 -5.305
H 2.187 -4.521 -4.220
H 2.223 -2.818 -4.683
H -0.771 -4.824 -3.794
H -0.925 -4.266 -2.125
H 0.386 -5.372 -2.587
N -1.288 -2.002 3.238
C -0.775 -3.273 3.823
C 0.720 -3.248 4.138
C 1.655 -3.626 2.991
C 1.699 -2.620 1.843
N 0.473 -2.619 1.002
H -1.173 -1.294 3.961
H -2.293 -2.140 3.137
H -1.010 -4.089 3.136
H -1.318 -3.466 4.756
H 0.900 -3.969 4.934
H 0.994 -2.266 4.526
H 1.412 -4.624 2.623
H 2.662 -3.686 3.407
H 2.567 -2.853 1.222
H 1.833 -1.615 2.260
H -0.129 -3.382 1.317
H 0.718 -2.844 0.039
S -2.588 0.976 -0.431
C -3.625 -0.428 -0.469
S -2.938 -1.783 0.403
C -4.822 -0.447 -1.113
C -5.681 -1.566 -1.046
N -6.366 -2.476 -0.942
C -5.206 0.681 -1.873
N -5.433 1.613 -2.497

Löwdin population analysis, charges in e, atoms 1 to 8: 1.696 1.283 -0.220 -0.325 -0.057 0.063 0.017 -0.145